14
Properties=species:S:1:pos:R:3:forces:R:3 method="wB97M-V/def2-TZVPD" charge=+1 orbital_gap_ev=9.86 smiles="C=C1[C@H](C)[N+]1=C" e_tot_ev=-6793.6990 e_above_lowest_kj_mol=423.5 spin_multiplicity=1 homo_ev=-15.2 lumo_energy_ha=-0.19642
C -0.95036 -0.52492 -0.24456 3.714 0.332 -0.499
C -2.05529 -1.19616 0.02471 -0.183 -0.291 0.995
C -0.36549 1.97939 0.17648 -0.777 2.300 0.982
C 0.62052 -0.35355 -0.66348 -4.115 1.372 -0.901
C 1.71867 -0.64849 0.21365 4.562 1.811 0.789
N -0.29245 0.76534 -0.17986 0.030 -0.474 -0.806
H -2.93355 -0.63447 0.39162 0.480 -0.429 -0.276
H -2.10377 -2.33193 0.09669 0.203 1.759 -0.673
H 0.33900 2.93570 0.09235 -0.710 -2.932 -0.190
H -1.30290 2.26259 0.70658 0.486 -0.251 -0.619
H 0.88074 -0.23099 -1.75000 -0.752 -0.416 1.041
H 2.71527 -0.16649 -0.23475 -2.095 -0.792 0.590
H 1.96958 -1.68677 0.12424 -0.073 -0.720 0.695
H 1.76002 -0.16925 1.24632 -0.771 -1.270 -1.128

88
Properties=species:S:1:pos:R:3:forces:R:3 method="wB97M-V/def2-TZVPD" charge=+5 orbital_gap_ev=7.33 e_tot_ev=-54535.3036 e_above_lowest_kj_mol=0.0 spin_multiplicity=1 homo_ev=-19.1 lumo_energy_ha=-0.43222
N -7.47967 -24.91661 3.82955 0.179 -0.904 0.361
O -7.18456 -23.75395 4.19347 -0.188 -0.044 -0.412
O -8.63710 -25.37320 4.08377 0.612 0.330 -0.120
O -6.62453 -25.64898 3.27633 -0.786 0.721 0.314
C -11.31788 -19.99922 -0.23673 -1.408 -0.312 -0.590
N -11.06071 -20.41448 1.14726 0.399 -0.126 0.156
C -11.89485 -20.00546 2.12979 0.255 0.326 -1.090
C -11.65672 -20.37880 3.41340 0.191 0.194 1.219
C -10.51665 -21.10396 3.73795 0.651 -0.615 0.106
C -9.73029 -21.63142 2.70710 -0.717 0.482 -0.347
C -10.03692 -21.23262 1.40953 0.437 -0.405 0.725
C -10.12932 -21.33307 5.16876 -0.434 -1.570 -0.155
C -10.08159 -20.33403 6.11544 1.606 1.092 -0.316
C -9.61296 -20.57151 7.40826 -1.703 -0.599 -0.581
N -9.36057 -21.83307 7.77674 0.359 0.575 0.254
C -9.42931 -22.85101 6.89064 -0.935 0.176 0.331
C -9.86874 -22.65081 5.60206 0.119 0.149 0.390
C -8.95135 -22.08699 9.17895 0.359 -0.261 0.071
H -11.43332 -18.92127 -0.32007 0.529 0.034 0.045
H -12.29332 -20.41411 -0.51138 0.047 0.031 0.053
H -10.62416 -20.45470 -0.93333 0.408 0.340 0.183
H -12.65298 -19.31175 1.79073 -0.291 -0.192 0.280
H -12.29615 -20.09800 4.24047 -0.210 0.364 -0.313
H -8.92124 -22.33708 2.84415 0.166 0.184 0.342
H -9.39954 -21.56417 0.60303 -0.278 0.139 -0.287
H -10.10014 -19.30493 5.77063 -0.617 0.059 0.307
H -9.72565 -19.83287 8.18947 0.645 0.154 -0.030
H -9.31098 -23.82927 7.33352 0.360 -0.047 -0.204
H -10.03918 -23.54268 5.01279 0.354 0.174 -0.380
H -8.70422 -21.15599 9.68015 0.000 0.087 -0.191
H -8.05933 -22.70784 9.13333 -0.053 -0.043 0.216
H -9.73986 -22.57299 9.74960 -0.092 -0.103 -0.231
C -8.46813 -28.64936 5.00967 0.498 -0.774 -0.648
N -9.88005 -28.33330 5.27489 -0.311 -0.095 0.695
C -10.85065 -29.14644 4.82342 0.322 0.235 0.051
C -12.16483 -28.90571 5.12020 -0.634 -0.811 -0.051
C -12.55311 -27.85528 5.93547 0.117 0.078 -0.296
C -11.52366 -27.03539 6.40363 0.010 0.481 -0.235
C -10.20727 -27.28046 6.06172 -0.106 -0.297 -0.671
C -13.98951 -27.55557 6.22097 -0.530 0.953 0.610
C -14.92698 -27.30460 5.21578 0.374 -0.319 -0.289
C -16.23612 -26.99001 5.51416 0.482 0.304 0.169
N -16.63699 -26.79343 6.78932 1.067 0.103 -0.689
C -15.75022 -26.97414 7.79209 -0.687 -0.312 -0.353
C -14.43818 -27.34043 7.53083 0.127 -0.415 0.037
C -18.01182 -26.27892 6.97393 -0.245 -0.624 -0.405
H -8.42277 -29.67002 4.63027 -0.145 0.078 -0.097
H -7.85505 -28.67270 5.90718 -0.310 0.447 0.199
H -8.05545 -27.99135 4.24678 -0.110 0.303 0.162
H -10.60516 -30.00784 4.21795 0.404 0.102 0.037
H -12.83716 -29.66569 4.73839 -0.349 0.323 0.052
H -11.76520 -26.11291 6.91592 0.100 -0.162 0.287
H -9.37749 -26.63153 6.29543 -0.050 0.042 0.200
H -14.62187 -27.29454 4.17736 -0.155 -0.306 -0.048
H -16.94706 -26.82471 4.71699 -0.181 0.063 0.145
H -16.20542 -26.91018 8.77120 0.436 0.231 0.204
H -13.76443 -27.51284 8.35930 -0.130 0.032 0.135
H -18.23956 -26.13282 8.02344 -0.030 -0.103 -0.006
H -18.63496 -27.03280 6.49136 -0.385 0.106 0.453
H -18.13148 -25.36224 6.40125 0.183 0.143 0.207
C -5.26492 -23.42103 1.24174 0.930 -0.181 0.220
N -4.20734 -24.07489 2.09299 -1.478 0.964 -1.240
C -3.47533 -25.03495 1.52194 0.220 -1.244 1.649
C -2.67154 -25.77922 2.36443 0.397 -0.599 -0.755
C -2.61250 -25.57839 3.73417 0.209 1.410 -0.206
C -3.30967 -24.46904 4.23035 -0.414 -0.111 -0.134
C -4.11576 -23.71674 3.36755 1.148 -0.972 0.977
C -1.60560 -26.37395 4.48439 0.081 -0.587 0.320
C -0.53938 -25.76815 5.13287 -0.022 0.858 1.151
C 0.40359 -26.50574 5.82008 -0.405 -0.452 -0.788
N 0.35798 -27.83644 5.69890 1.140 -1.202 0.021
C -0.58161 -28.48946 5.00183 -1.337 0.807 -0.001
C -1.65211 -27.77553 4.45929 0.686 0.335 -0.197
C 1.45999 -28.70971 6.23665 0.150 0.619 0.260
H -4.70045 -22.88109 0.48576 -0.448 -0.066 -0.381
H -5.87365 -22.73487 1.81999 0.211 -0.058 0.283
H -5.89342 -24.23172 0.88733 0.031 0.115 -0.337
H -3.61502 -25.38629 0.51042 -0.181 0.715 -0.241
H -2.04573 -26.54920 1.92888 -0.141 -0.016 -0.113
H -3.30948 -24.22561 5.28350 0.147 0.129 -0.014
H -4.65335 -22.83844 3.68146 -0.239 -0.150 0.059
H -0.45440 -24.69721 5.27575 -0.166 0.046 -0.432
H 1.21480 -26.07983 6.39147 -0.014 0.025 0.019
H -0.47226 -29.56285 4.96594 -0.139 -0.044 -0.101
H -2.48794 -28.22466 3.94246 0.203 -0.492 0.077
H 2.12515 -28.09105 6.83390 -0.074 -0.048 0.076
H 2.03885 -29.12239 5.41385 -0.174 -0.005 -0.121
H 1.03003 -29.49583 6.84925 -0.043 0.009 -0.012

101
Properties=species:S:1:pos:R:3:forces:R:3 method="wB97M-V/def2-TZVPD" charge=-1 orbital_gap_ev=1.07 e_tot_ev=-110982.4066 spin_multiplicity=1 homo_ev=-4.9 lumo_energy_ha=-0.14148
C -0.97627 1.73807 3.99761 -0.295 -0.704 0.018
C -2.26792 1.44964 3.10857 1.593 0.156 0.824
F -2.64186 0.11704 3.42708 -0.350 1.427 -0.699
C -1.90430 1.49415 1.59244 2.329 -1.278 -1.280
C -0.62768 0.86228 1.19445 -1.632 0.864 -1.453
C -0.21914 0.81088 -0.21469 -0.995 0.682 0.847
C 1.11634 0.08726 -0.54606 -1.073 -0.189 0.717
C 0.93966 -1.42202 -0.04848 -0.731 2.094 -1.756
C 1.61161 -2.52020 -1.04250 -0.852 -0.655 2.558
O 2.65622 -3.21772 -0.25305 -1.221 0.350 -0.660
C -1.10131 1.44633 -1.20805 -0.729 -0.505 2.124
C -2.32829 2.04304 -0.74218 2.049 -1.087 -0.272
N -2.68788 2.03713 0.59791 0.858 0.534 -0.123
C -4.00650 2.65278 0.90404 -2.510 -0.411 -1.372
C -5.09602 1.55766 0.46419 -1.243 -1.562 -0.204
C -4.83666 0.16062 0.88490 -1.822 -0.351 -1.163
C -5.72451 -0.96846 0.53905 -0.241 2.735 -0.651
C -6.92119 -0.70437 -0.26312 1.764 1.405 0.679
C -7.18864 0.65503 -0.69691 1.579 1.098 0.753
C -6.30180 1.85229 -0.35437 0.789 -3.434 0.940
H -0.21493 2.36440 3.47096 -0.718 -0.341 0.555
H -0.51100 0.74006 4.25990 -0.528 0.967 -0.441
H -1.30760 2.17973 4.97318 0.350 -0.168 -1.013
H -3.03292 2.19509 3.43068 0.168 -1.022 -0.584
H 0.03027 0.41323 1.97632 -0.513 0.581 -0.612
H 1.36387 0.15695 -1.63499 -0.249 -0.061 0.944
H 1.90488 0.55572 0.13672 -0.341 -0.343 -0.671
H 1.25421 -1.53307 1.07048 0.512 1.373 -2.308
H -0.22414 -1.60682 -0.07179 2.124 1.276 -0.671
H 0.80546 -3.33599 -1.29279 1.380 1.544 -0.232
H 2.02353 -2.02368 -1.94929 -0.099 -0.724 0.846
H 2.25655 -3.43149 0.62018 1.218 0.308 -0.984
H -0.83303 1.43130 -2.29428 -0.397 0.153 1.216
H -3.00438 2.52153 -1.48484 0.357 -0.380 1.051
H -4.21622 3.54048 0.23851 0.629 -0.729 0.847
H -4.12464 2.99186 1.95757 0.301 -0.494 -0.912
H -3.92841 -0.10785 1.47029 -0.860 0.434 -0.417
H -5.49482 -2.00652 0.88082 -0.159 1.145 -0.294
H -7.55925 -1.58190 -0.52917 0.415 1.165 0.138
H -8.08752 0.88207 -1.32779 0.930 -0.336 0.756
H -6.53213 2.88430 -0.72853 0.141 -1.076 0.613
C 2.41074 -0.19136 4.80089 -0.222 -0.179 -0.008
O 1.76084 -0.42804 3.56240 -1.636 -1.390 0.994
H 3.34011 0.34230 4.60757 -0.095 -0.010 -0.173
H 1.77069 0.41676 5.44627 0.093 -0.037 0.163
H 2.63352 -1.14269 5.29122 0.004 0.081 0.182
H 0.92922 -0.90586 3.76650 0.060 -0.114 0.561
O 5.89699 -8.07458 -2.73998 0.240 0.184 0.089
S 6.04330 -6.88959 -3.53716 -0.519 0.609 -0.438
O 7.23502 -6.09752 -3.49222 0.002 -0.472 0.281
O 4.77566 -5.93759 -3.29476 0.179 -0.510 -0.440
C 4.47736 -5.52323 -1.95350 0.132 0.420 0.850
C 5.46142 -4.48039 -1.45758 0.283 -0.035 0.035
C 5.71112 -7.29631 -5.22343 -0.500 0.389 -0.048
H 4.44622 -6.38695 -1.28377 0.078 -0.092 -0.179
H 3.47704 -5.08948 -1.96933 0.033 -0.149 -0.328
H 6.46610 -4.89458 -1.36925 -0.051 -0.014 -0.011
H 5.16608 -4.10809 -0.47576 -0.117 -0.005 -0.106
H 5.51672 -3.64219 -2.15472 -0.080 -0.016 0.061
H 4.78999 -7.87516 -5.27783 0.110 -0.090 0.041
H 6.56530 -7.90224 -5.59619 -0.691 1.063 0.083
H 5.63087 -6.37752 -5.79945 0.069 -0.049 0.061
Cl 3.02526 0.79918 1.93639 1.057 1.147 -1.722
C -1.62171 -2.69112 6.71343 -0.545 -0.420 0.305
C -1.74957 -2.60691 5.17943 0.029 -0.008 1.229
O -0.70526 -1.90018 4.70630 0.621 0.161 -1.615
H -1.63980 -1.69992 7.17462 0.078 0.011 -0.189
H -2.46201 -3.26338 7.13127 -0.008 -0.003 0.084
H -0.69982 -3.19660 7.01485 0.031 0.102 -0.163
H -2.77025 -2.20711 4.99631 0.008 0.414 -0.260
H -1.85856 -3.66287 4.84078 0.324 -0.199 -0.276
K 0.06793 -3.17308 1.11908 -2.230 -3.884 3.225
Be 7.31337 -9.42481 -5.29996 0.873 -1.513 0.144
C 1.46848 5.97797 -1.12761 0.180 0.228 -0.117
C 1.02786 4.75511 -1.43895 -0.467 0.126 0.817
C 1.51804 4.03470 -2.65452 0.394 -0.032 -0.502
O 1.10497 2.91206 -2.89326 -0.178 0.077 0.243
C 2.47919 4.71810 -3.51671 -0.221 -0.289 0.075
C 2.91696 5.94226 -3.20690 0.504 -0.100 -0.803
C 2.44806 6.65169 -1.97759 -0.381 0.131 0.654
O 2.88722 7.75829 -1.72500 0.175 -0.096 -0.369
O 3.80014 6.59273 -3.98656 -0.475 0.082 0.743
O 0.12403 4.11563 -0.67210 0.525 -0.042 -0.864
H 1.12386 6.50845 -0.25066 0.009 -0.037 -0.004
H 2.81252 4.19381 -4.40167 0.017 0.017 0.023
H 3.95461 7.45062 -3.54540 0.037 -0.047 -0.057
H -0.02937 3.25121 -1.10788 0.079 0.272 0.250
C -5.30704 6.34175 2.55425 0.348 0.208 0.409
C -6.64906 6.03697 1.88334 -0.207 0.021 0.218
O -7.66583 6.24104 2.57701 0.015 -0.121 -0.353
O -6.55369 5.60808 0.70422 -0.053 -0.351 -0.214
H -5.43831 6.70568 3.57485 -0.041 -0.047 -0.038
H -4.70295 5.42932 2.58784 0.107 0.054 -0.080
H -4.76788 7.10270 1.98467 0.064 -0.137 -0.069
C 7.39664 -3.86091 -5.96937 -0.215 -0.193 0.156
O 6.32749 -4.41954 -5.74504 -0.090 0.297 -0.162
O 8.42877 -4.42341 -6.40090 0.218 -0.051 -0.105
O 7.62147 -2.64002 -5.80246 0.079 0.237 0.021
O -6.35800 1.96099 -3.98279 -0.039 -0.218 0.236
H -7.16625 1.52572 -4.27584 0.067 0.085 -0.029
H -6.26749 1.67936 -3.06030 0.007 0.093 -0.161

14
Properties=species:S:1:pos:R:3:forces:R:3 method="wB97M-V/def2-TZVPD" charge=0 orbital_gap_ev=11.78 smiles=CC[C@](C)(F)Cl e_tot_ev=-19517.1077 e_above_lowest_kj_mol=88.8 spin_multiplicity=1 homo_ev=-10.9 lumo_energy_ha=0.03395
C -0.17243 -0.53726 -1.87500 -0.687 -0.097 1.656
C 0.30197 0.47113 1.82594 3.246 -1.198 0.306
C 0.41553 0.09135 -0.59715 -1.064 0.885 0.085
C -0.46918 -0.00789 0.68983 -0.314 0.048 -2.127
F -1.05833 -1.21941 0.86734 0.866 -1.176 0.315
Cl -1.96560 0.98274 0.49260 0.058 0.873 -0.375
H -0.84174 0.15577 -2.29403 -1.112 0.418 -1.047
H -0.63218 -1.53690 -1.69863 -0.032 0.923 0.301
H 0.63394 -0.76891 -2.50345 1.042 0.094 -1.293
H 0.93560 1.32673 1.49230 -0.751 -0.457 0.723
H -0.23298 0.60237 2.71066 -1.101 0.788 1.255
H 1.02433 -0.36655 2.09852 -0.581 0.905 -0.504
H 1.35722 -0.39051 -0.67179 1.167 -0.708 1.869
H 0.70385 1.19734 -0.53717 -0.737 -1.298 -1.163

21
Properties=species:S:1:pos:R:3:forces:R:3 method="wB97M-V/def2-TZVPD" charge=0 orbital_gap_ev=9.33 e_tot_ev=-10981.2047 e_above_lowest_kj_mol=65.1 spin_multiplicity=1 homo_ev=-8.7 lumo_energy_ha=0.02175
C 2.21847 -0.04970 0.79022 -0.247 -0.602 -0.022
C 1.74106 0.11652 -0.63739 0.497 -0.170 -0.060
N 0.58698 1.03774 -0.74264 0.361 -0.084 -0.025
C -0.14650 0.91863 -2.01945 0.122 -0.137 0.076
H 1.41204 -0.45263 1.39318 -0.217 0.034 0.144
H 2.99369 -0.81839 0.79091 0.148 0.219 0.062
H 2.58914 0.85491 1.26225 0.108 0.172 -0.113
H 2.56840 0.46854 -1.25822 -0.154 0.229 -0.151
H 1.43771 -0.84473 -1.04493 -0.236 0.000 0.159
H 0.93814 1.98486 -0.65668 -0.115 0.172 0.210
H -0.16150 0.83993 0.09108 -0.623 0.081 -0.115
H 0.48107 1.21416 -2.85718 0.038 0.168 0.009
H -1.04307 1.52558 -1.95341 -0.049 0.039 -0.091
H -0.41201 -0.12374 -2.13436 -0.224 -0.142 0.074
O -1.37294 0.63495 0.88028 0.620 0.262 -0.100
C -1.56469 -0.62385 0.77767 -0.184 -0.327 0.182
O -0.92129 -1.36895 0.02666 0.242 -0.092 -0.181
C -2.64986 -1.21969 1.66271 0.105 0.283 -0.183
H -3.26599 -0.41285 2.04431 -0.190 -0.057 0.115
H -3.23552 -1.93140 1.08690 -0.058 -0.040 0.021
H -2.19333 -1.74989 2.49809 0.057 -0.007 -0.011